# C18H29ClI2NP2SV

A structure of composition C18H29ClI2NP2SV at a distorted geometry (ωB97M-V/def2-TZVPD, OMol25).

Cartesian coordinates (Å):
I 2.988 2.339 0.493
I 1.173 4.141 0.620
V -1.193 -0.326 1.599
P 2.195 1.911 -2.604
C 3.215 3.421 -2.791
C 3.314 0.654 -3.356
H 3.858 1.099 -4.203
H 1.635 2.529 -4.884
H 2.702 -0.200 -3.684
H 0.607 1.164 -4.271
H 4.076 3.313 -2.127
H 4.025 0.325 -2.592
C 1.063 2.134 -4.031
H 3.507 3.500 -3.847
H 0.285 2.851 -3.751
H 2.606 4.259 -2.432
P -2.174 -2.331 1.507
C -3.027 -2.721 3.055
C -3.535 -2.179 0.292
H -1.057 -3.845 0.003
H -1.770 -4.704 1.419
H -0.237 -3.774 1.567
C -1.221 -3.813 1.085
H -3.141 -2.414 -0.704
H -4.323 -2.891 0.572
H -3.925 -3.296 2.790
H -3.302 -1.808 3.603
H -3.945 -1.160 0.269
H -2.348 -3.314 3.684
Cl -0.241 0.020 -0.341
N -0.556 0.195 3.257
S 0.359 1.626 3.026
C -0.848 2.808 3.544
C -0.358 4.065 3.931
C -1.224 5.012 4.468
C -2.585 4.712 4.576
C -3.085 3.503 4.076
C -2.221 2.557 3.517
C 1.528 1.682 4.387
C 2.880 1.944 4.078
C 3.879 1.523 4.950
C 3.546 1.200 6.266
C 2.205 1.236 6.668
C 1.182 1.381 5.715
H -0.432 -0.232 4.169
H 0.697 4.287 3.790
H -0.828 5.958 4.832
H -3.269 5.429 5.026
H -4.153 3.289 4.135
H -2.597 1.630 3.075
H 3.158 2.352 3.101
H 4.896 1.389 4.567
H 4.335 0.889 6.956
H 1.970 1.077 7.725
H 0.145 1.280 6.022

Output
<S²>: 2.026
Total charge: +2
Kohn-Sham gap (alpha / beta) in eV: 3.77 / 4.44
Multiplicity: 3
Relative energy (zero: lowest compared OMol25 entry of this formula, charge and spin) in kcal per mole: 52.0
Total energy in Eh: -3837.91008
Molar mass in g/mol: 693.66

Löwdin atomic charge list, values in e, 8 entries:
1 I 0.331
2 I 0.295
3 V 0.461
4 P 0.579
5 C -0.358
6 C -0.300
7 H 0.051
8 H 0.045